{
  "formula": "C13H17CeIN2",
  "method": "ωB97M-V with the def2-TZVPD basis set",
  "species": ["C", "C", "H", "H", "H", "H", "H", "H", "C", "C", "C", "C", "H", "H", "H", "H", "N", "C", "C", "N", "C", "C", "C", "H", "H", "C", "H", "H", "Ce", "I", "C", "H", "H", "H"],
  "coordinates": [[-0.284, -3.297, 2.113], [-1.651, -2.647, 1.968], [0.182, -3.532, 1.142], [-0.420, -4.267, 2.605], [0.429, -2.747, 2.766], [-1.863, -2.065, 1.042], [-2.384, -3.454, 1.907], [-1.910, -2.032, 2.834], [2.691, -0.633, -0.947], [3.605, 0.198, -1.587], [3.121, 1.187, -2.444], [1.740, 1.370, -2.559], [3.000, -1.530, -0.404], [4.663, 0.074, -1.388], [3.813, 1.827, -2.991], [1.306, 2.090, -3.245], [1.377, -0.310, -0.899], [0.865, 0.683, -1.696], [-0.554, 1.034, -1.463], [-1.185, 0.382, -0.432], [-2.472, 0.707, -0.119], [-2.486, 2.461, -1.768], [-3.130, 1.783, -0.727], [-2.973, 0.096, 0.642], [-4.117, 2.086, -0.376], [-1.217, 2.050, -2.174], [-0.677, 2.495, -3.006], [-2.963, 3.312, -2.244], [0.247, -0.961, 1.107], [2.802, -1.202, 2.648], [0.139, 0.981, 2.303], [-0.942, 1.192, 2.397], [0.620, 1.779, 1.712], [0.627, 0.892, 3.282]],
  "forces_ev_per_a": [[0.244, -0.615, 0.255], [-1.052, -0.251, 0.002], [0.081, -0.204, 0.128], [0.232, 0.245, -0.049], [-0.060, -0.332, -0.168], [-0.039, -0.298, 0.149], [-0.148, 0.288, -0.025], [-0.089, 0.001, 0.018], [-0.161, 0.690, 0.034], [-0.183, -0.133, -0.121], [-0.210, -0.163, 0.305], [-0.875, -0.149, 0.483], [-0.010, 0.462, -0.074], [-0.074, -0.163, -0.331], [-0.239, -0.208, 0.072], [0.381, -0.006, 0.094], [-0.241, -0.058, -0.728], [1.611, -0.274, 0.193], [-1.241, 0.314, 0.417], [-0.331, 0.214, -0.626], [0.567, 0.533, -0.602], [0.162, -0.262, 0.199], [0.297, -0.370, 0.162], [0.248, 0.341, -0.184], [0.286, -0.186, -0.206], [0.560, -0.649, 0.406], [-0.426, 0.193, 0.183], [0.028, -0.186, -0.010], [1.754, 1.592, 0.605], [-0.698, -0.044, -0.531], [-0.264, -0.006, 0.150], [0.201, -0.059, 0.007], [-0.069, -0.295, 0.060], [-0.243, 0.039, -0.266]],
  "lowdin_charge": [-0.214, -0.161, 0.091, 0.139, -0.004, 0.050, 0.128, 0.116, -0.119, 0.013, 0.025, 0.046, 0.088, 0.136, 0.141, 0.123, -0.078, -0.161, -0.166, -0.037, -0.074, 0.019, 0.008, 0.129, 0.134, 0.046, 0.124, 0.137, 0.834, 0.580, -0.225, 0.047, 0.062, 0.020],
  "multiplicity": 1,
  "homo_energy_ev": [-15.45, -15.45],
  "charge": 2
}

{
  "formula": "C30H40BrGeN5OSSeV",
  "method": "ωB97M-V with the def2-TZVPD basis set",
  "species": ["V", "C", "C", "N", "N", "C", "N", "S", "C", "C", "C", "C", "C", "N", "H", "H", "H", "H", "H", "H", "H", "H", "H", "Br", "C", "C", "C", "C", "C", "C", "C", "C", "C", "C", "H", "H", "H", "H", "H", "H", "C", "Ge", "C", "C", "C", "Se", "C", "H", "H", "H", "H", "H", "H", "H", "H", "H", "H", "H", "H", "H", "H", "C", "C", "C", "C", "C", "C", "N", "H", "H", "H", "H", "H", "H", "H", "H", "C", "O", "H", "H", "H"],
  "coordinates": [[-1.300, -2.614, -3.390], [-5.048, -3.546, -1.518], [-3.724, -2.995, -1.854], [-3.196, -2.826, -3.138], [-4.207, -2.988, -4.023], [-3.815, -3.067, -5.260], [-4.734, -3.143, -6.266], [-2.108, -3.160, -5.819], [-2.798, -2.764, -0.780], [-3.115, -2.745, 0.627], [-2.082, -2.707, 1.494], [-0.720, -2.568, 1.013], [-0.495, -2.476, -0.310], [-1.401, -2.651, -1.262], [-5.151, -4.576, -1.758], [-5.666, -3.281, -2.428], [-5.498, -3.218, -0.570], [-5.742, -3.097, -5.965], [-4.508, -3.544, -7.113], [-4.130, -2.646, 0.813], [-2.304, -2.615, 2.585], [0.123, -2.593, 1.572], [0.528, -2.355, -0.456], [1.800, -1.851, -3.515], [1.483, -0.128, -4.235], [2.508, 0.603, -4.710], [2.234, 1.870, -5.176], [1.029, 2.512, -5.062], [-0.028, 1.672, -4.512], [-1.276, 2.183, -4.293], [-2.281, 1.489, -3.735], [-2.087, 0.160, -3.409], [-0.893, -0.477, -3.691], [0.124, 0.316, -4.200], [3.540, 0.229, -4.713], [3.034, 2.450, -5.602], [0.757, 3.496, -5.327], [-1.507, 3.305, -4.494], [-3.213, 2.005, -3.531], [-2.911, -0.365, -3.012], [0.470, 3.458, 0.286], [0.142, 1.987, 1.614], [-1.435, 0.804, 1.454], [0.356, 2.954, 3.318], [1.776, 0.975, 1.319], [1.878, -0.695, 2.337], [3.546, -0.141, 3.220], [-0.267, 4.275, 0.613], [0.465, 3.401, -0.760], [1.427, 3.824, 0.670], [-2.409, 1.340, 1.738], [-1.272, -0.111, 2.047], [-1.649, 0.645, 0.356], [0.580, 2.200, 4.028], [-0.644, 3.319, 3.487], [1.173, 3.685, 3.365], [2.604, 1.512, 1.763], [1.932, 0.814, 0.253], [4.291, 0.146, 2.392], [3.936, -0.948, 3.806], [3.346, 0.780, 3.780], [2.073, 0.730, 7.119], [2.995, 1.785, 6.514], [4.319, 1.711, 6.234], [4.664, 2.930, 5.567], [3.519, 3.693, 5.533], [3.457, 5.054, 4.966], [2.468, 2.941, 6.037], [1.186, 1.208, 7.535], [1.894, -0.038, 6.450], [2.663, 0.331, 7.899], [5.034, 0.931, 6.566], [5.657, 3.259, 5.230], [4.314, 5.714, 5.310], [2.522, 5.555, 5.296], [3.514, 5.131, 3.896], [-0.335, -5.287, -2.824], [-0.292, -4.202, -3.558], [0.385, -5.456, -1.943], [-0.116, -6.095, -3.493], [-1.388, -5.417, -2.394]],
  "forces_ev_per_a": [[1.264, -0.051, -0.726], [-1.681, 1.526, -2.508], [2.940, 0.530, 0.887], [-2.294, -0.698, 3.189], [-0.519, -0.025, -2.414], [1.926, -0.443, -0.420], [-3.116, 1.290, 2.565], [-1.129, 0.452, 0.886], [2.318, -0.337, -1.654], [1.875, 0.059, -2.883], [1.418, 0.766, 1.582], [-4.321, -0.628, 0.154], [-0.968, -0.716, 0.047], [-2.996, 0.574, 0.859], [0.527, -1.562, 0.791], [-0.047, 0.689, 1.220], [0.275, -0.356, -0.507], [1.754, -0.289, -0.625], [0.634, -0.804, -1.702], [-1.559, -0.125, 1.040], [0.359, -0.282, -0.915], [1.955, 0.120, 2.227], [1.664, 0.306, -1.669], [0.295, -0.080, -0.099], [-0.563, -1.100, 0.217], [0.785, -1.010, 0.206], [0.004, 2.994, -0.841], [-0.570, -3.589, 1.138], [0.825, 1.066, -0.963], [-1.458, 4.289, -0.494], [-0.864, 0.187, 0.467], [0.506, -0.045, -0.593], [-1.313, -1.522, 0.756], [2.091, 0.089, 0.236], [-0.574, 0.090, 0.005], [0.492, 0.070, -0.121], [0.225, 0.976, -0.390], [0.709, -1.887, 0.114], [-0.088, -0.169, 0.024], [-0.802, -0.663, 0.518], [-1.517, 1.369, 2.828], [0.699, 0.707, -0.590], [-1.469, 1.328, -0.815], [-0.216, -0.517, -1.269], [-0.175, -0.701, 0.158], [0.462, 0.086, 0.111], [0.514, 1.168, -1.842], [0.858, -0.892, -0.659], [-0.031, -0.506, -1.445], [0.103, -0.033, -0.301], [1.406, -0.716, 0.224], [-0.279, 0.402, -0.522], [0.654, -0.486, 1.083], [0.170, -0.579, 1.057], [-0.163, 0.694, 0.557], [-0.514, -0.050, -0.202], [0.071, 0.470, -0.290], [0.192, -0.138, 0.046], [-0.991, -0.656, 1.187], [0.164, -0.233, 0.474], [0.126, -0.478, 0.288], [1.284, 2.623, 0.559], [-2.073, 0.303, -0.553], [2.543, -0.456, -0.005], [1.033, -0.376, 0.469], [-0.308, -1.829, -0.026], [-0.236, 1.725, 1.056], [-0.100, 1.524, 0.101], [-0.096, -0.204, -0.217], [-0.878, -1.543, -1.470], [0.367, -0.846, 1.323], [-0.538, 0.411, -0.364], [-0.349, -0.231, 0.210], [-0.810, -0.749, -0.064], [0.403, -0.153, -0.238], [-0.192, -0.242, -0.804], [-1.137, -2.274, 2.467], [0.569, 3.349, -0.976], [-0.505, 0.812, -0.730], [-0.071, -1.366, -0.266], [1.047, -0.407, -0.152]],
  "lowdin_charge": [0.662, -0.062, -0.265, -0.170, -0.049, -0.842, 0.020, 0.532, -0.140, -0.050, -0.078, -0.126, -0.172, 0.037, 0.066, 0.074, 0.075, 0.109, 0.020, 0.068, 0.114, -0.016, 0.086, 0.856, -0.580, -0.162, -0.126, -0.011, -0.191, -0.101, -0.107, -0.128, -0.183, -0.248, 0.105, 0.089, 0.086, 0.134, 0.099, 0.067, -0.220, 0.752, -0.226, -0.200, -0.620, 0.841, -0.419, 0.029, -0.026, 0.007, 0.033, -0.010, 0.032, -0.012, 0.003, 0.026, -0.001, 0.015, 0.049, -0.002, 0.006, -0.061, -0.464, -0.171, -0.150, -0.457, -0.115, 0.055, 0.062, 0.023, 0.037, 0.074, 0.068, 0.070, 0.063, 0.035, -0.345, -0.485, 0.081, 0.049, 0.085],
  "multiplicity": 4,
  "homo_energy_ev": [-1.59, -1.59],
  "charge": -2
}

{
  "formula": "C5H9InMgO4",
  "method": "ωB97M-V with the def2-TZVPD basis set",
  "species": ["O", "C", "C", "O", "C", "In", "H", "H", "H", "H", "H", "H", "H", "O", "C", "C", "O", "Mg", "H", "H"],
  "coordinates": [[1.488, 0.718, 0.488], [1.117, 0.280, 1.746], [-0.154, -0.549, 1.640], [0.023, -1.442, 0.541], [0.723, -2.645, 0.834], [-0.534, -0.986, -1.371], [0.986, 0.985, 2.587], [1.928, -0.388, 2.099], [-1.055, 0.058, 1.472], [-0.344, -1.099, 2.575], [0.558, -3.382, 0.038], [1.801, -2.441, 0.875], [0.370, -3.038, 1.799], [-0.050, 3.354, -1.796], [-1.027, 3.150, -2.588], [-1.513, 1.702, -2.570], [-0.897, 0.874, -1.624], [0.612, 1.772, -0.786], [-1.434, 1.333, -3.612], [-2.599, 1.743, -2.348]],
  "forces_ev_per_a": [[-0.704, 1.591, -0.758], [0.450, -1.138, 0.653], [0.401, 0.187, 0.985], [-0.565, -0.540, 2.369], [0.806, -0.633, 0.403], [0.052, -5.561, -2.795], [0.049, 0.435, -0.646], [-0.315, 0.105, 0.048], [0.201, -0.048, -0.360], [0.060, -0.049, -0.342], [-0.211, 0.333, 0.164], [-0.248, -0.056, 0.127], [0.124, 0.030, -0.384], [-3.651, 0.520, -3.441], [4.613, -0.691, 4.197], [-1.995, -0.452, -0.775], [-0.363, 5.806, -0.534], [0.831, -0.091, 1.009], [0.106, 0.079, 0.364], [0.358, 0.173, -0.284]],
  "lowdin_charge": [-0.323, -0.326, -0.176, -0.477, -0.065, 0.985, 0.132, 0.127, 0.131, 0.143, 0.086, 0.110, 0.115, -0.029, 0.138, -0.266, -0.496, 0.890, 0.148, 0.152],
  "multiplicity": 2,
  "homo_energy_ev": [-11.44, -11.41],
  "charge": 1
}

{
  "formula": "C6H12N2",
  "method": "ωB97M-V with the def2-TZVPD basis set",
  "species": ["C", "C", "C", "C", "C", "C", "N", "N", "H", "H", "H", "H", "H", "H", "H", "H", "H", "H", "H", "H"],
  "coordinates": [[-0.667, 2.220, -1.573], [-0.527, 0.831, -0.969], [-0.098, 0.943, 0.524], [0.671, -0.270, 1.020], [1.955, -0.079, 1.426], [0.546, -2.496, 0.257], [0.001, -1.440, 0.889], [-1.657, -0.056, -1.126], [0.251, 2.793, -1.517], [-1.151, 2.092, -2.545], [-1.417, 2.838, -1.058], [0.356, 0.449, -1.422], [0.419, 1.895, 0.696], [-0.987, 1.058, 1.167], [2.635, -0.855, 1.749], [2.343, 0.913, 1.640], [-0.109, -3.341, 0.102], [1.575, -2.524, -0.094], [-2.240, 0.021, -0.305], [-1.297, -1.000, -1.116]],
  "forces_ev_per_a": [[-1.898, 0.009, 0.200], [0.713, 0.836, 1.993], [-0.695, 0.385, 0.817], [0.367, 0.104, -0.162], [0.689, 0.283, 0.268], [-0.084, -0.024, 0.520], [-0.375, 0.387, -0.769], [-0.297, 0.297, -1.039], [0.266, -0.122, -0.514], [0.745, 0.243, -0.414], [0.052, -0.183, 0.394], [0.528, -0.960, -0.781], [0.455, -0.264, -0.095], [-0.258, -0.150, -0.311], [-0.253, -0.444, -0.003], [-0.165, 0.134, -0.364], [0.153, -0.305, 0.005], [0.076, 0.048, -0.058], [-0.008, -0.094, 0.092], [-0.011, -0.182, 0.220]],
  "lowdin_charge": [-0.099, -0.475, -0.164, -0.505, -0.041, -0.209, -0.101, 0.031, 0.064, 0.062, 0.064, 0.116, 0.089, 0.103, 0.006, 0.002, -0.024, -0.008, 0.056, 0.035],
  "multiplicity": 2,
  "homo_energy_ev": [-0.19, -3.41],
  "charge": -1
}